# 1
This record from OMol25 describes a structure of composition C19H26Br39FN2O4S at a distorted geometry. The level of theory is ωB97M-V/def2-TZVPD.

orbital gap: 9.085 eV
lowest unoccupied orbital energy: -0.023 Eh
calculated total energy: -102034.34788 hartree

Structure (XYZ):
```
92
C19H26Br39FN2O4S (ωB97M-V/def2-TZVPD)
Br -3.721 -6.293 -0.714
Br -4.241 5.610 2.848
Br 7.395 1.484 3.829
Br 2.405 2.261 2.479
Br 2.149 5.064 4.022
Br -5.369 -1.265 3.801
Br -6.226 -0.882 -9.492
Br 1.578 -5.082 2.554
Br 10.553 -2.208 3.650
Br -2.014 -11.573 4.753
Br -3.997 1.173 -10.550
Br -4.876 0.319 -6.344
Br 0.478 -9.548 4.788
Br 6.871 -4.606 3.190
Br -6.455 3.540 3.922
Br 0.653 0.652 -6.296
Br -2.249 -8.768 6.298
Br 4.892 4.298 2.539
Br -4.063 2.694 -4.336
Br -0.500 -6.699 0.712
Br -6.880 -0.199 1.177
Br 6.551 -7.474 1.781
Br -5.931 -8.360 0.357
Br 2.735 2.252 -4.444
Br -0.026 1.181 -3.204
Br 8.724 0.635 1.032
Br -5.200 3.179 0.992
Br -3.767 -2.699 -1.077
Br -3.331 -0.348 -3.610
Br 12.776 -0.141 2.592
Br -6.691 -3.354 1.750
Br 4.861 -6.787 4.424
Br 5.530 0.842 1.293
Br -1.896 -2.067 1.455
Br -4.676 -8.727 -2.577
Br -1.173 -6.168 3.807
Br 11.825 -2.575 0.723
Br -0.574 -2.915 -1.347
Br -4.968 -1.249 -12.423
S -1.126 2.734 0.673
F -1.185 1.044 0.698
O -1.260 3.149 2.117
O 0.246 3.062 0.106
O 2.587 6.694 -2.485
O 0.594 6.317 -1.447
N -2.423 3.333 -0.303
N -2.619 2.302 -1.281
C 0.870 1.851 -4.788
C 1.964 6.000 -1.640
C 0.358 7.023 -0.194
C -2.102 -3.106 -0.170
C 12.126 -1.968 2.540
C -0.705 6.242 0.703
C -2.069 4.629 -0.975
C -4.889 3.784 2.804
C 3.339 3.629 3.488
C -0.287 -5.496 2.220
C -5.827 -1.630 1.953
C -4.656 -0.650 -10.606
C 2.767 4.876 -0.835
C -3.594 0.943 -5.031
C 7.193 0.443 2.205
C -1.068 -10.207 5.754
C -2.090 5.914 -0.023
C -4.366 -8.121 -0.762
C 5.674 -6.084 2.810
H -1.646 2.071 -1.579
H -0.699 -10.677 6.663
H 1.353 6.998 0.390
H -0.776 -4.561 1.953
H 2.481 4.822 0.274
H -0.958 6.943 1.586
H -4.101 3.159 3.220
H -2.937 5.877 0.764
H -3.579 -8.748 -0.346
H 0.387 2.789 -5.054
H -3.875 -1.284 -10.191
H 0.058 8.099 -0.451
H -2.148 -4.153 0.126
H -0.173 5.349 1.161
H -2.891 4.800 -1.766
H -2.639 1.050 -5.545
H 3.876 5.155 -0.948
H -4.892 -1.675 1.396
H -1.103 4.478 -1.559
H 3.702 3.160 4.401
H -3.168 2.660 -2.078
H 2.533 3.846 -1.269
H 12.909 -2.596 2.960
H 7.150 -0.603 2.501
H 4.868 -5.691 2.192
H -2.336 6.824 -0.688
```



# 2
This record from OMol25 describes a cluster of 13 separate species, C23H65FN2O17P2 in total. The level of theory is ωB97M-V/def2-TZVPD.

orbital gap: 6.872 eV
lowest unoccupied orbital energy: -0.069 Eh
calculated total energy: -3086.34244 hartree

Structure (XYZ):
```
110
C23H65FN2O17P2 (ωB97M-V/def2-TZVPD)
P 0.688 -4.994 -1.794
P -2.462 -6.235 -1.155
F -4.277 -0.265 -1.308
O 6.175 8.981 -4.339
O -4.149 -2.743 3.673
O -0.292 7.150 -3.214
O 2.380 0.552 -4.286
O 0.845 -4.761 -3.362
O -4.177 -4.086 -0.545
O 0.521 -1.963 -1.635
O 0.359 -1.368 1.348
O 1.983 -4.285 -1.215
O 3.496 -3.125 5.786
O -5.875 -4.852 2.046
O 4.321 0.898 7.333
O 4.883 5.651 -4.937
O 0.503 -6.382 -1.367
O 1.309 -3.525 3.657
O 1.692 3.802 -4.240
O -5.698 1.763 2.366
N -2.480 -6.806 0.294
N -1.396 -0.246 -0.849
C 4.020 -1.894 5.311
C -3.826 -3.499 4.828
C 5.623 8.538 -3.101
C -1.716 -1.582 -0.983
C -6.730 2.180 3.249
C -0.139 2.840 -1.380
C 0.289 -2.964 4.481
C 2.836 -0.741 -3.911
C 5.301 4.524 -5.696
C 0.252 1.409 -1.785
C -0.945 0.502 -2.052
C -0.549 -2.461 -1.372
C -2.926 -2.107 -0.723
C -4.034 -0.622 1.043
C -3.112 -3.555 -0.797
C 1.558 -0.690 1.697
C -0.748 -3.947 -1.421
C 1.542 4.870 -5.171
C -4.118 -1.276 -0.335
C -1.965 -4.456 -1.191
C 5.518 0.305 7.828
C -5.211 -6.034 2.489
C -1.543 6.954 -3.860
H 1.133 -3.224 2.759
H 3.389 -1.048 5.593
H 6.457 8.285 -2.452
H 2.369 4.064 -3.608
H -4.542 -3.328 5.637
H 6.379 4.360 -5.621
H 5.030 9.321 -2.622
H -4.966 -0.729 1.586
H 5.450 9.229 -4.919
H 0.771 4.574 -5.881
H -0.704 -0.219 -2.831
H -6.837 3.268 3.269
H -2.167 0.234 -0.404
H 0.870 1.419 -2.684
H 0.007 3.537 -2.204
H 2.474 5.051 -5.709
H 1.887 -3.973 -0.307
H 2.641 -1.484 -4.689
H 1.536 -5.312 -3.751
H -0.198 8.084 -3.009
H -6.446 1.841 4.243
H -3.839 0.444 0.915
H -3.221 -1.048 1.631
H 5.002 7.651 -3.238
H -4.132 -5.881 2.560
H 2.288 -1.026 -3.017
H 5.401 -0.773 7.764
H -3.706 -6.140 -1.786
H 3.906 -0.745 -3.681
H -3.788 -4.569 4.608
H -7.693 1.732 2.991
H -1.619 5.890 -4.076
H -1.800 1.080 -2.414
H 1.363 0.271 2.180
H 5.330 6.430 -5.284
H -5.001 -1.906 -0.407
H -1.661 -6.811 -2.142
H 0.471 -3.306 5.498
H -1.799 -7.542 0.442
H -1.187 2.882 -1.067
H 5.690 0.578 8.873
H 4.436 1.850 7.390
H 4.786 3.659 -5.283
H 2.082 -1.329 2.408
H -2.381 7.242 -3.221
H 0.459 3.198 -0.540
H 0.833 0.943 -0.985
H -5.611 -6.277 3.472
H -5.513 -4.635 1.180
H -1.608 7.507 -4.801
H -0.702 -3.298 4.171
H 2.211 -0.528 0.834
H 1.233 5.788 -4.666
H 4.997 -1.763 5.770
H 6.384 0.603 7.231
H 5.029 4.619 -6.751
H -5.018 -3.039 3.375
H 0.314 -1.871 4.465
H -0.115 -0.812 0.709
H -2.843 -3.184 5.171
H -5.392 -6.874 1.816
H 2.637 -3.242 5.365
H 2.852 0.828 -5.076
H -5.929 2.053 1.478
H 4.148 -1.910 4.224
```